Arrangement a

Entry from the Open Molecules 2025 dataset: a molecular structure, H6O4Si2 (ωB97M-V/def2-TZVPD).

The calculation puts the LUMO energy at 0.18 eV. The HOMO-LUMO gap is 9.96 eV. As for the spin multiplicity: 1.

```
12
H6O4Si2 (ωB97M-V/def2-TZVPD)
H -1.69 -0.34 -2.12
Si 2.25 0.15 0.03
H 2.59 1.33 0.81
H 2.84 -1.08 0.57
O -1.63 -0.98 1.20
H -2.04 1.98 0.81
H -1.46 -1.88 1.46
O 0.65 -0.05 0.25
O -1.23 -0.89 -1.49
H 2.52 0.29 -1.40
Si -0.90 -0.28 -0.04
O -1.92 1.75 -0.10
```

Arrangement b

Entry from the Open Molecules 2025 dataset: 2 unconnected molecules or ions with the total composition H6O4Si2 (ωB97M-V/def2-TZVPD).

The calculation puts the LUMO energy at -0.39 eV. The HOMO-LUMO gap is 10.23 eV. As for the structure (SMILES): O=[Si](O)O.O[SiH3]. As for the spin multiplicity: 1.

```
12
H6O4Si2 (ωB97M-V/def2-TZVPD)
H 1.43 1.99 0.06
H -3.71 -1.33 0.35
O 3.68 -0.64 -0.14
O -1.93 0.41 0.88
H -1.08 0.03 1.13
Si -2.77 -0.39 -0.27
H -3.49 0.65 -0.99
H -1.87 -1.12 -1.17
H 4.39 -0.01 -0.28
O 2.22 1.48 -0.06
Si 2.18 -0.14 0.07
O 0.95 -0.93 0.42
```

Which of them is most stable, and which least? Most stable: arrangement a; least stable: arrangement b.

Arrangement a

Entry from the Open Molecules 2025 dataset: a molecular structure, C2H2O2S2 (ωB97M-V/def2-TZVPD).

The calculation puts the LUMO energy at -1.63 eV. The HOMO-LUMO gap is 7.65 eV. As for the spin multiplicity: 1.

```
8
C2H2O2S2 (ωB97M-V/def2-TZVPD)
C 0.54 -0.07 0.17
O 1.25 1.00 0.79
H -0.45 1.90 -0.31
S -1.83 -1.45 0.39
H 2.03 -1.22 -0.63
C -0.96 -0.13 0.04
S -1.69 1.28 -0.09
O 1.10 -1.30 -0.37
```

Arrangement b

Entry from the Open Molecules 2025 dataset: 2 unconnected molecules or ions with the total composition C2H2O2S2 (ωB97M-V/def2-TZVPD).

The calculation puts the LUMO energy at -0.40 eV. The HOMO-LUMO gap is 9.30 eV. As for the spin multiplicity: 1.

```
8
C2H2O2S2 (ωB97M-V/def2-TZVPD)
H -1.02 0.05 -1.93
S 2.03 -0.65 1.75
S 0.19 1.63 -0.88
O 0.25 2.29 0.42
O -0.07 -2.02 0.69
C -0.83 0.29 -0.91
C 0.87 -1.41 1.10
H -1.43 -0.19 -0.23
```

Which of them is most stable, and which least? Most stable: arrangement b; least stable: arrangement a.

Arrangement a

Entry from the Open Molecules 2025 dataset: 2 unconnected molecules or ions with the total composition C3H7PS (ωB97M-V/def2-TZVPD).

The calculation puts the LUMO energy (spin up / spin down) at 0.06 / -1.56 eV. The HOMO-LUMO gap (spin up / spin down) is 8.98 / 6.08 eV. As for the spin multiplicity: 1.

```
12
C3H7PS (ωB97M-V/def2-TZVPD)
H -1.03 1.78 1.84
C 1.30 -0.98 -0.13
H -2.58 2.14 0.99
H 1.26 -2.94 -1.02
H 1.45 1.09 0.51
H -0.26 -2.30 -0.97
S -1.55 0.34 -0.11
H -0.94 2.55 0.19
C 0.85 -1.97 -1.07
H 1.02 -1.51 -2.04
P 2.01 -0.06 0.96
C -1.52 1.86 0.86
```

Arrangement b

Entry from the Open Molecules 2025 dataset: 2 unconnected molecules or ions with the total composition C3H7PS (ωB97M-V/def2-TZVPD).

The calculation puts the LUMO energy (spin up / spin down) at 0.21 / -0.43 eV. The HOMO-LUMO gap (spin up / spin down) is 8.14 / 6.72 eV. As for the spin multiplicity: 1.

```
12
C3H7PS (ωB97M-V/def2-TZVPD)
H -2.06 -1.34 1.65
H 1.32 -1.13 -0.28
C -2.90 -0.79 1.27
H -0.60 1.78 -1.12
P -3.03 0.40 0.04
H 2.87 -0.70 0.67
S 1.12 1.05 0.47
H 0.53 0.34 -1.64
H -3.76 -0.94 1.90
C 2.11 -0.46 -0.10
H 2.56 -0.26 -1.09
C 0.12 0.97 -0.90
```

Which of them is most stable, and which least? Most stable: arrangement b; least stable: arrangement a.